Run 1
DFT (ωB97M-V with the def2-TZVPD basis set) results for a 18-piece molecular cluster, C72H198N18O18 overall.

```
! RIJCOSX wB97M-V def2-TZVPD def2/J DEFGRID3
* xyz 0 1
C 4.63 -6.29 -1.87
C 5.57 -5.09 -2.18
C 5.30 -4.49 -3.58
O 5.28 -5.53 -4.57
C 5.23 -5.05 -5.94
N 5.44 -4.16 -1.07
H 4.93 -6.59 -0.87
H 4.86 -7.14 -2.51
H 3.56 -6.11 -1.93
H 6.57 -5.53 -2.08
H 6.10 -3.79 -3.82
H 4.34 -3.98 -3.65
H 6.12 -4.49 -6.23
H 4.34 -4.43 -6.01
H 5.18 -5.82 -6.70
H 5.81 -3.25 -1.32
H 4.46 -4.01 -0.84
C 0.59 4.51 3.02
C -0.25 4.80 4.30
C -1.64 4.13 4.34
O -2.47 4.32 5.53
C -3.37 5.40 5.26
N 0.48 4.40 5.48
H 0.17 5.03 2.16
H 0.77 3.46 2.77
H 1.53 5.05 3.15
H -0.39 5.87 4.44
H -1.47 3.06 4.34
H -2.19 4.37 3.43
H -4.13 5.19 4.50
H -2.90 6.35 5.00
H -3.93 5.64 6.17
H 0.83 3.46 5.31
H -0.20 4.23 6.20
C -1.07 2.82 -3.87
C -2.30 3.17 -4.75
C -3.44 3.87 -3.97
O -3.91 3.04 -2.98
C -5.13 3.45 -2.44
N -1.78 4.06 -5.80
H -0.51 3.69 -3.52
H -0.37 2.25 -4.47
H -1.20 2.25 -2.96
H -2.71 2.27 -5.19
H -4.26 4.05 -4.67
H -3.11 4.85 -3.62
H -5.31 2.86 -1.54
H -5.93 3.37 -3.18
H -4.99 4.49 -2.17
H -1.15 3.66 -6.48
H -2.58 4.23 -6.39
C 1.81 0.19 6.72
C 1.60 0.25 5.20
C 1.16 -1.15 4.60
O 2.07 -2.13 5.04
C 1.71 -3.45 4.74
N 0.70 1.35 4.89
H 2.13 1.20 6.96
H 2.60 -0.52 6.94
H 0.88 -0.05 7.25
H 2.55 0.50 4.72
H 1.13 -1.11 3.52
H 0.14 -1.44 4.85
H 0.66 -3.66 4.89
H 2.32 -4.02 5.44
H 1.86 -3.67 3.68
H -0.22 1.14 5.25
H 0.54 1.33 3.89
C 5.41 5.77 5.44
C 4.15 4.97 5.26
C 4.25 3.46 5.30
O 5.06 3.00 4.19
C 4.49 3.11 2.83
N 3.13 5.54 6.14
H 5.10 6.81 5.52
H 6.10 5.82 4.60
H 5.83 5.43 6.39
H 3.77 5.25 4.28
H 3.28 2.97 5.17
H 4.62 3.20 6.30
H 3.93 2.21 2.58
H 5.27 3.11 2.07
H 3.85 3.94 2.55
H 2.20 5.19 5.93
H 3.06 6.50 5.84
C -6.41 1.58 7.13
C -5.80 2.87 6.70
C -6.44 3.31 5.38
O -6.17 2.43 4.29
C -4.79 2.32 3.91
N -6.01 3.86 7.75
H -7.47 1.78 7.24
H -5.90 1.31 8.06
H -6.18 0.76 6.45
H -4.73 2.76 6.56
H -6.07 4.32 5.19
H -7.50 3.42 5.59
H -4.48 3.20 3.34
H -4.74 1.66 3.04
H -4.05 2.06 4.67
H -6.33 3.40 8.59
H -6.67 4.57 7.47
C -4.11 -2.80 -1.92
C -5.18 -1.91 -1.31
C -4.67 -0.47 -1.41
O -5.64 0.51 -1.00
C -6.38 0.35 0.29
N -6.39 -2.19 -2.06
H -3.62 -2.28 -2.75
H -4.37 -3.79 -2.29
H -3.26 -2.95 -1.26
H -5.27 -2.29 -0.29
H -4.47 -0.12 -2.42
H -3.78 -0.31 -0.80
H -5.64 0.35 1.09
H -7.00 -0.55 0.40
H -7.04 1.22 0.36
H -6.08 -2.11 -3.02
H -7.01 -1.41 -1.94
C -4.21 -5.48 -5.12
C -2.78 -5.15 -5.57
C -1.82 -5.29 -4.40
O -0.45 -5.14 -4.75
C 0.41 -4.56 -3.81
N -2.39 -6.09 -6.59
H -4.24 -6.54 -4.87
H -4.88 -5.25 -5.95
H -4.48 -4.89 -4.24
H -2.85 -4.16 -6.04
H -1.87 -6.32 -4.02
H -2.11 -4.59 -3.62
H 0.15 -3.58 -3.43
H 1.43 -4.48 -4.19
H 0.36 -5.09 -2.86
H -1.40 -6.06 -6.41
H -2.50 -7.00 -6.16
C 0.25 -2.15 -10.95
C -0.49 -3.47 -10.62
C -0.51 -3.81 -9.06
O 0.85 -4.01 -8.61
C 0.98 -4.25 -7.26
N -1.88 -3.45 -11.05
H 1.31 -2.29 -10.74
H -0.05 -1.32 -10.31
H 0.21 -1.87 -12.00
H 0.13 -4.24 -11.07
H -1.11 -4.69 -8.82
H -1.06 -3.00 -8.58
H 2.05 -4.27 -7.02
H 0.61 -5.21 -6.93
H 0.42 -3.54 -6.65
H -2.29 -2.59 -10.72
H -2.31 -4.23 -10.57
C 3.65 -0.60 1.82
C 4.63 -1.74 1.39
C 6.13 -1.29 1.49
O 6.35 -0.12 0.66
C 7.73 0.24 0.65
N 4.27 -2.72 2.43
H 2.60 -0.78 1.58
H 3.90 0.36 1.37
H 3.80 -0.31 2.86
H 4.44 -2.00 0.35
H 6.74 -2.18 1.28
H 6.33 -0.99 2.51
H 7.80 1.10 -0.01
H 8.35 -0.58 0.28
H 7.99 0.49 1.68
H 4.22 -2.30 3.35
H 5.01 -3.40 2.46
C 4.61 0.17 -2.48
C 5.98 -0.39 -2.98
C 7.08 0.57 -3.34
O 8.28 -0.12 -3.73
C 9.34 0.77 -3.81
N 6.41 -1.26 -1.95
H 4.73 0.97 -1.75
H 3.94 -0.60 -2.12
H 4.18 0.63 -3.37
H 5.97 -1.02 -3.86
H 7.32 1.25 -2.52
H 6.79 1.15 -4.22
H 9.15 1.60 -4.49
H 10.16 0.16 -4.20
H 9.69 1.14 -2.85
H 7.36 -1.45 -2.23
H 6.54 -0.69 -1.13
C -0.95 1.86 9.45
C -1.20 2.29 7.98
C -2.18 1.34 7.23
O -1.65 0.05 6.99
C -2.55 -0.76 6.27
N -1.73 3.58 8.11
H -0.74 0.80 9.53
H -1.89 2.02 9.98
H -0.08 2.38 9.84
H -0.23 2.26 7.48
H -2.40 1.79 6.26
H -3.19 1.35 7.63
H -2.87 -0.36 5.31
H -3.47 -0.99 6.80
H -1.97 -1.67 6.10
H -1.94 3.82 7.16
H -2.64 3.38 8.49
C 1.74 2.59 -0.98
C 2.56 3.87 -0.87
C 3.50 4.32 -2.00
O 4.60 3.49 -2.24
C 5.37 3.83 -3.37
N 1.79 4.94 -0.32
H 2.40 1.74 -0.82
H 1.31 2.62 -1.98
H 0.84 2.52 -0.36
H 3.36 3.63 -0.17
H 3.93 5.31 -1.81
H 2.84 4.41 -2.86
H 6.41 3.50 -3.30
H 5.38 4.89 -3.62
H 4.94 3.33 -4.24
H 1.16 5.41 -0.96
H 2.43 5.71 -0.22
C -2.37 0.49 1.99
C -0.95 0.21 1.41
C -0.88 -0.25 -0.09
O 0.48 -0.45 -0.53
C 0.62 -0.69 -1.93
N -0.18 1.41 1.61
H -2.88 -0.41 2.34
H -2.99 0.92 1.20
H -2.43 1.20 2.81
H -0.51 -0.61 1.98
H -1.37 0.46 -0.75
H -1.41 -1.20 -0.19
H -0.19 -1.36 -2.22
H 1.55 -1.18 -2.22
H 0.57 0.28 -2.43
H -0.62 2.25 1.25
H 0.66 1.30 1.05
C 1.53 -3.67 -0.34
C 1.48 -4.84 0.63
C 0.61 -6.01 0.12
O -0.69 -5.51 -0.26
C -1.45 -6.58 -0.83
N 2.80 -5.23 0.90
H 2.08 -2.86 0.14
H 0.54 -3.29 -0.60
H 2.02 -3.89 -1.29
H 1.01 -4.59 1.58
H 0.55 -6.73 0.94
H 1.09 -6.61 -0.65
H -1.78 -7.28 -0.05
H -1.06 -7.20 -1.64
H -2.39 -6.13 -1.17
H 3.47 -4.49 1.04
H 2.91 -5.94 1.61
C -2.41 6.26 -0.16
C -2.42 4.84 0.43
C -3.84 4.43 1.00
O -4.22 5.36 1.98
C -5.65 5.41 2.02
N -2.00 3.96 -0.64
H -2.80 7.00 0.54
H -2.91 6.28 -1.13
H -1.36 6.50 -0.34
H -1.62 4.62 1.14
H -3.88 3.41 1.37
H -4.49 4.43 0.12
H -6.16 5.93 1.21
H -6.00 6.05 2.84
H -6.13 4.44 2.07
H -1.15 4.33 -1.03
H -2.67 3.73 -1.36
C 2.22 0.67 -5.51
C 1.65 -0.49 -6.37
C 0.15 -0.61 -6.21
O -0.18 -0.72 -4.88
C -1.56 -0.53 -4.70
N 2.12 -0.27 -7.77
H 1.83 1.67 -5.68
H 3.31 0.69 -5.56
H 2.00 0.54 -4.45
H 2.09 -1.45 -6.10
H -0.25 -1.44 -6.80
H -0.33 0.27 -6.63
H -2.15 -1.26 -5.25
H -1.79 0.48 -5.04
H -1.83 -0.70 -3.66
H 1.92 -1.01 -8.44
H 3.13 -0.27 -7.77
C -5.33 -1.99 3.84
C -5.65 -3.23 3.05
C -4.44 -4.14 2.64
O -3.57 -3.43 1.80
C -2.23 -3.92 1.82
N -6.58 -3.91 3.87
H -6.19 -1.43 4.22
H -4.81 -1.23 3.25
H -4.73 -2.25 4.70
H -6.19 -2.96 2.13
H -4.85 -4.96 2.06
H -3.97 -4.51 3.55
H -2.16 -5.01 1.88
H -1.92 -3.57 2.81
H -1.53 -3.50 1.10
H -5.94 -4.45 4.43
H -7.07 -4.58 3.29
*
```

Orbital gap, eV: 8.48

Here are the Löwdin charges for atoms 1 to 2, given in e: -0.0700, -0.4036



Run 2
DFT (ωB97M-V with the def2-TZVPD basis set) results for a 18-piece molecular cluster, C72H198N18O18 overall.

```
! RIJCOSX wB97M-V def2-TZVPD def2/J DEFGRID3
* xyz 0 1
C -0.50 -3.64 1.66
C -0.03 -4.73 2.65
C -0.14 -4.18 4.08
O 0.86 -3.15 4.14
C 1.02 -2.76 5.53
N -0.90 -5.88 2.44
H 0.07 -2.68 1.68
H -1.55 -3.44 1.89
H -0.59 -4.02 0.68
H 1.01 -5.06 2.53
H 0.02 -4.97 4.84
H -1.19 -3.83 4.26
H 1.33 -3.60 6.08
H 0.05 -2.41 5.94
H 1.83 -2.00 5.58
H -1.87 -5.64 2.45
H -0.75 -6.64 3.12
C 2.60 -3.11 0.22
C 3.52 -3.92 1.12
C 3.79 -5.22 0.43
O 2.69 -6.11 0.62
C 2.97 -7.46 0.25
N 4.75 -3.24 1.24
H 2.24 -2.21 0.79
H 1.79 -3.70 -0.08
H 3.07 -2.76 -0.67
H 3.01 -4.16 2.08
H 4.75 -5.65 0.68
H 3.91 -4.87 -0.60
H 2.03 -8.01 0.41
H 3.74 -7.86 0.92
H 3.36 -7.46 -0.81
H 4.60 -2.25 1.27
H 5.26 -3.55 2.07
C 2.06 4.28 -7.83
C 3.39 4.70 -7.19
C 3.19 5.89 -6.25
O 4.43 6.38 -5.79
C 4.33 6.94 -4.51
N 4.12 3.50 -6.64
H 1.40 3.71 -7.19
H 2.25 3.72 -8.72
H 1.48 5.11 -8.19
H 4.13 5.04 -7.95
H 2.59 5.53 -5.39
H 2.66 6.70 -6.82
H 3.98 6.20 -3.74
H 3.57 7.72 -4.57
H 5.34 7.34 -4.31
H 3.56 2.97 -6.00
H 4.86 3.99 -6.15
C 1.12 4.51 1.90
C 0.24 4.26 3.13
C 0.79 3.10 3.93
O 0.87 1.94 3.06
C 1.33 0.82 3.65
N 0.06 5.39 3.99
H 2.20 4.69 2.14
H 0.71 5.33 1.31
H 1.02 3.64 1.23
H -0.71 3.92 2.71
H 0.14 2.84 4.81
H 1.76 3.46 4.40
H 1.62 0.13 2.79
H 0.53 0.22 4.20
H 2.16 1.04 4.31
H 0.53 6.23 3.74
H 0.17 5.24 5.02
C -5.86 1.19 -3.48
C -5.65 2.72 -3.71
C -5.47 3.36 -2.31
O -6.30 2.71 -1.35
C -5.75 2.48 -0.04
N -4.40 3.11 -4.36
H -5.14 0.82 -2.74
H -5.66 0.66 -4.43
H -6.84 0.99 -3.05
H -6.52 3.15 -4.20
H -5.82 4.44 -2.37
H -4.45 3.34 -1.96
H -6.51 2.07 0.66
H -5.36 3.44 0.35
H -4.80 1.85 -0.09
H -4.51 2.73 -5.33
H -3.59 2.56 -4.03
C 3.19 -3.76 -3.41
C 2.90 -4.58 -4.69
C 3.38 -6.02 -4.47
O 4.74 -6.20 -4.55
C 5.33 -7.47 -4.40
N 1.58 -4.64 -5.32
H 2.50 -3.95 -2.60
H 3.19 -2.67 -3.67
H 4.23 -3.82 -3.08
H 3.63 -4.17 -5.33
H 2.85 -6.64 -5.15
H 3.08 -6.34 -3.48
H 5.61 -7.67 -3.40
H 6.25 -7.49 -5.01
H 4.65 -8.16 -4.87
H 1.20 -3.72 -5.32
H 0.95 -5.29 -4.83
C 3.89 0.64 -3.63
C 4.42 -0.14 -4.85
C 3.40 -0.45 -5.91
O 2.38 -1.12 -5.25
C 1.30 -1.18 -6.22
N 5.60 0.29 -5.61
H 3.23 0.00 -3.05
H 3.33 1.57 -3.88
H 4.82 0.89 -3.06
H 4.66 -1.07 -4.42
H 3.91 -1.15 -6.65
H 3.06 0.46 -6.40
H 1.67 -1.87 -7.03
H 1.08 -0.18 -6.61
H 0.47 -1.62 -5.69
H 5.50 1.28 -5.87
H 6.45 0.28 -4.99
C 0.45 6.05 -3.74
C 0.20 4.52 -3.83
C 0.85 3.86 -2.60
O 2.22 4.07 -2.72
C 2.93 3.33 -1.75
N -1.16 4.03 -3.93
H 1.53 6.29 -3.72
H 0.04 6.51 -2.84
H -0.07 6.55 -4.60
H 0.79 4.21 -4.71
H 0.73 2.82 -2.70
H 0.49 4.34 -1.65
H 3.96 3.54 -1.91
H 2.74 2.22 -1.84
H 2.71 3.55 -0.66
H -1.65 4.28 -4.75
H -1.75 4.37 -3.17
C 0.27 -6.47 -2.16
C -1.21 -6.74 -1.94
C -1.51 -8.13 -1.49
O -2.92 -8.41 -1.46
C -3.19 -9.74 -1.04
N -1.77 -5.67 -1.09
H 0.94 -6.39 -1.31
H 0.25 -5.55 -2.77
H 0.80 -7.15 -2.85
H -1.63 -6.63 -2.97
H -0.98 -8.25 -0.51
H -1.02 -8.77 -2.18
H -4.07 -10.17 -1.58
H -3.48 -9.75 -0.01
H -2.39 -10.42 -1.19
H -1.23 -5.66 -0.22
H -2.74 -5.91 -0.87
C -1.09 7.53 1.30
C -2.40 6.81 1.69
C -2.45 5.49 0.92
O -2.42 5.71 -0.47
C -3.73 6.08 -0.93
N -2.70 6.73 3.11
H -0.28 7.24 1.90
H -1.33 8.62 1.45
H -0.88 7.29 0.25
H -3.19 7.48 1.28
H -3.29 4.81 1.22
H -1.62 4.84 1.11
H -3.94 7.13 -0.79
H -4.53 5.53 -0.37
H -3.84 5.88 -1.99
H -3.10 7.56 3.49
H -1.89 6.31 3.62
C -6.25 -4.93 0.72
C -5.03 -4.37 0.11
C -5.21 -2.89 -0.25
O -5.22 -2.17 0.97
C -5.29 -0.81 0.79
N -3.83 -4.62 0.91
H -6.43 -4.36 1.64
H -6.09 -5.98 0.93
H -7.15 -4.82 0.08
H -4.92 -4.86 -0.90
H -6.18 -2.69 -0.67
H -4.41 -2.62 -0.93
H -6.29 -0.67 0.35
H -4.47 -0.35 0.15
H -5.10 -0.28 1.72
H -3.79 -3.88 1.60
H -3.02 -4.34 0.38
C 6.33 1.28 4.56
C 6.19 0.68 3.14
C 4.72 0.46 2.87
O 4.39 0.03 1.54
C 4.27 1.10 0.60
N 6.91 1.44 2.11
H 5.75 0.69 5.26
H 6.03 2.31 4.64
H 7.41 1.21 4.79
H 6.59 -0.33 3.28
H 4.14 1.35 3.18
H 4.39 -0.33 3.53
H 3.27 1.50 0.69
H 4.31 0.63 -0.40
H 4.98 1.89 0.72
H 7.86 1.50 2.39
H 6.90 0.87 1.28
C -3.02 2.16 4.46
C -4.16 3.02 4.08
C -5.40 2.29 4.46
O -5.53 1.02 3.84
C -6.59 0.37 4.55
N -4.09 4.31 4.72
H -3.18 1.62 5.40
H -2.16 2.79 4.64
H -2.67 1.43 3.71
H -4.24 3.11 3.02
H -6.28 2.79 4.20
H -5.37 2.17 5.54
H -6.13 -0.02 5.45
H -7.07 -0.44 3.98
H -7.33 1.07 4.90
H -4.27 5.20 4.24
H -3.16 4.40 5.14
C -1.62 2.32 -0.29
C -1.79 0.90 0.24
C -0.63 -0.01 -0.23
O -0.55 -0.05 -1.61
C 0.58 -0.81 -2.04
N -1.97 0.90 1.70
H -1.03 2.54 -1.22
H -1.09 2.91 0.50
H -2.62 2.79 -0.34
H -2.76 0.68 -0.19
H -0.68 -1.03 0.20
H 0.32 0.39 0.30
H 1.46 -0.42 -1.57
H 0.62 -0.83 -3.17
H 0.46 -1.84 -1.72
H -1.18 1.30 2.18
H -2.21 -0.01 2.01
C -2.80 -3.15 -5.55
C -2.46 -3.02 -4.09
C -2.39 -1.54 -3.73
O -1.33 -0.89 -4.50
C -1.71 0.38 -4.92
N -3.51 -3.62 -3.20
H -3.85 -2.93 -5.69
H -2.78 -4.18 -5.91
H -2.14 -2.57 -6.16
H -1.51 -3.53 -3.86
H -2.41 -1.36 -2.67
H -3.35 -1.15 -4.05
H -2.75 0.46 -5.33
H -1.03 0.57 -5.70
H -1.55 1.14 -4.14
H -3.90 -4.48 -3.49
H -3.01 -3.85 -2.35
C 7.85 -0.82 -2.71
C 8.42 0.14 -1.68
C 7.63 1.45 -1.70
O 7.65 1.92 -3.00
C 6.84 3.01 -3.37
N 8.53 -0.36 -0.31
H 8.29 -1.83 -2.46
H 8.06 -0.64 -3.76
H 6.75 -0.88 -2.58
H 9.39 0.51 -1.97
H 8.13 2.19 -1.06
H 6.57 1.34 -1.39
H 6.94 3.23 -4.44
H 7.08 3.96 -2.84
H 5.78 2.75 -3.18
H 7.73 -0.97 -0.21
H 9.33 -1.00 -0.23
C -2.64 5.70 8.57
C -1.43 4.77 8.46
C -1.97 3.35 8.22
O -0.78 2.48 8.23
C -1.13 1.20 7.91
N -0.47 5.09 7.44
H -2.19 6.69 8.78
H -3.33 5.37 9.36
H -3.18 5.82 7.62
H -0.93 4.77 9.44
H -2.47 3.30 7.21
H -2.62 3.07 9.02
H -1.92 0.85 8.58
H -0.24 0.53 8.05
H -1.50 1.02 6.90
H -0.03 6.01 7.55
H 0.31 4.44 7.42
C -3.99 -1.99 4.00
C -4.29 -1.99 5.44
C -4.13 -3.31 6.21
O -5.15 -4.18 5.88
C -5.18 -5.40 6.61
N -3.33 -1.16 6.13
H -4.11 -0.97 3.61
H -4.71 -2.61 3.45
H -2.98 -2.46 3.81
H -5.31 -1.62 5.65
H -4.25 -3.08 7.25
H -3.12 -3.72 6.02
H -4.36 -6.09 6.41
H -6.03 -5.90 6.19
H -5.41 -5.36 7.72
H -3.60 -1.05 7.06
H -3.35 -0.22 5.72
*
```

Orbital gap, eV: 9.09

Here are the Löwdin charges for atoms 1 to 2, given in e: -0.0466, -0.4070



Out of the structures above, which one is the least stable? Solution: run 1.